The following is a DFT calculation (ωB97M-V/def2-TZVPD) of C4H8N2O in the gas phase.

## Properties
* gap between HOMO and LUMO: 10.3 eV
* LUMO level: 1.02 eV
* relative energy (zero: lowest compared OMol25 entry of this formula, charge and spin): 481.8 kJ/mol
* multiplicity: 1
* SMILES: C[C@H]1N2C[C@@]12NO
* strongest force on any atom: 0.40 eV/A
* M: 100.121 g/mol
* HOMO level: -9.2691 eV

Last column: natural (NBO) charge in e.
CARTESIAN COORDINATES (ANGSTROEM)
C 1.14777 0.22928 1.83090  -0.630
C 0.83976 -0.39121 0.48911  -0.068
N -0.40302 -1.17232 0.25497  -0.380
C -1.34313 -0.03616 0.27658  -0.248
C -0.12212 0.05789 -0.51952  0.159
N 0.04079 0.00340 -1.94055  -0.333
O -1.10640 0.55226 -2.57216  -0.583
H 1.41896 -0.57135 2.52756  0.218
H 0.30099 0.77529 2.25337  0.211
H 1.99857 0.91375 1.75906  0.220
H 1.69603 -0.91157 0.05455  0.202
H -0.00826 -0.98977 -2.16516  0.352
H -1.46530 0.55424 1.18350  0.189
H -2.26544 -0.22787 -0.26621  0.220
H -0.72918 1.21413 -3.16600  0.472

---

The following is a DFT calculation (ωB97M-V/def2-TZVPD) of 10 unconnected molecules or ions with the total composition C5H33N2O10 at a distorted geometry.

## Properties
* gap between HOMO and LUMO: 9.2 eV
* LUMO level: -2.49 eV
* relative energy (zero: lowest compared OMol25 entry of this formula, charge and spin): 281.5 kJ/mol
* multiplicity: 1
* strongest force on any atom: 3.12 eV/A
* M: 281.323 g/mol
* net charge: +1
* HOMO level: -11.7104 eV

Last column: natural (NBO) charge in e.
CARTESIAN COORDINATES (ANGSTROEM)
C 2.33829 2.58882 -0.72647  -0.084
O 2.91892 2.75868 0.54790  -0.735
C 1.22956 1.49044 -0.75411  -0.069
C 0.59778 1.56586 -2.09166  -0.450
C -0.43422 0.42459 -2.36347  -0.434
C 0.29226 -0.88343 -2.86398  -0.214
N 1.07813 -1.56300 -1.80869  -0.853
N 0.19757 1.96588 0.34506  -0.742
H 3.16646 2.37959 -1.41570  0.203
H 1.91138 3.58520 -0.92387  0.190
H 3.67850 2.16956 0.64484  0.483
H 1.66930 0.52946 -0.41202  0.234
H 1.34914 1.39547 -2.93002  0.244
H 0.20082 2.56162 -2.26882  0.228
H -1.12283 0.16405 -1.56932  0.210
H -1.18150 0.58409 -3.17580  0.231
H 1.07722 -0.55027 -3.52998  0.184
H -0.49045 -1.54008 -3.26169  0.201
H 0.71141 -1.20741 -0.91242  0.332
H 0.76607 -2.51867 -1.68675  0.380
H -0.17451 1.20120 0.95171  0.463
H 0.72677 2.53110 0.99536  0.432
H -0.55691 2.49302 -0.14770  0.471
H 2.71451 -3.75949 3.07324  0.492
H 1.73141 -4.18127 2.04475  0.488
O 2.17751 -3.38237 2.36210  -0.946
H 1.54316 1.83006 4.14927  0.488
H 1.09080 0.58668 4.83663  0.486
O 1.06342 1.01206 3.96367  -0.965
H -4.83616 0.55277 -1.59761  0.496
H -5.19863 1.22328 -0.20524  0.500
O -4.50155 1.07012 -0.85767  -0.982
H -2.71644 1.64503 -1.05108  0.506
H -2.60885 2.23571 0.29489  0.471
O -2.31921 2.41732 -0.61330  -0.950
H -3.02401 -2.41026 -1.37744  0.480
H -3.18419 -1.11154 -0.69309  0.476
O -2.56321 -1.56503 -1.29198  -0.952
H -1.45821 -1.35387 1.61820  0.501
H -1.86265 -1.80800 2.98049  0.479
O -2.14345 -1.19186 2.29699  -0.988
H 1.01103 -2.18032 2.23380  0.511
H 0.69664 -0.74112 1.80984  0.466
O 0.35116 -1.63767 1.73379  -0.995
H 2.78948 -4.91791 -1.36458  0.468
H 2.93129 -3.41136 -1.08124  0.475
O 2.56194 -4.03974 -1.70904  -0.942
H -0.84893 0.92426 3.19505  0.517
H -2.09798 0.82022 2.23371  0.509
O -1.24802 1.24852 2.37346  -0.997

---

The following is a DFT calculation (ωB97M-V/def2-TZVPD) of a molecular structure, C27H45Cl4InO2P at a distorted geometry.

## Properties
* gap between HOMO and LUMO: 6.4 eV
* LUMO level: 2.58 eV
* relative energy (zero: lowest compared OMol25 entry of this formula, charge and spin): 84.3 kJ/mol
* multiplicity: 1
* strongest force on any atom: 3.70 eV/A
* M: 689.259 g/mol
* net charge: -1
* HOMO level: -3.7956 eV

Last column: Löwdin charge in e.
CARTESIAN COORDINATES (ANGSTROEM)
In -0.62991 -0.38179 1.19741  0.480
Cl 1.47786 -1.69186 0.85940  0.140
P -0.11291 -0.76363 -2.02600  1.119
C -2.26689 -1.27605 2.16046  -0.307
H -2.73867 -0.36410 2.62329  -0.129
H -1.62573 -1.46805 3.10810  -0.128
C 0.11489 0.61516 -3.30508  -0.416
C -1.58891 -1.75237 -2.65831  -0.423
C -1.16050 1.45756 -3.41375  -0.213
H 0.89147 1.22385 -2.80274  0.112
C -0.83979 2.80253 -4.07185  -0.193
H -1.89955 0.92329 -4.02885  0.100
H -1.61497 1.61767 -2.42595  0.087
C -0.20317 2.61948 -5.45592  -0.206
H -1.76007 3.39631 -4.14294  0.109
H -0.15254 3.35045 -3.41182  0.116
C 0.94124 1.59622 -5.47146  -0.199
H -0.98081 2.30191 -6.16374  0.108
H 0.17127 3.58573 -5.81293  0.101
C 0.61790 0.29943 -4.72018  -0.212
H 1.21106 1.35346 -6.50672  0.104
H 1.82840 2.04838 -5.00803  0.111
H -0.15797 -0.24727 -5.27270  0.098
H 1.50731 -0.34064 -4.70378  0.078
C 1.37405 -1.89754 -2.33465  -0.483
C -1.80024 -1.83833 -4.17222  -0.224
H -1.36747 -2.76587 -2.27524  0.119
C -2.94719 -2.79673 -4.50444  -0.201
H -2.04357 -0.84297 -4.56588  0.091
H -0.89398 -2.17718 -4.69141  0.086
C -4.24923 -2.44520 -3.77318  -0.209
H -3.11560 -2.79133 -5.58832  0.104
H -2.64267 -3.81548 -4.23039  0.111
C -4.05443 -2.18654 -2.27564  -0.193
H -4.69075 -1.55193 -4.23495  0.109
H -4.97018 -3.25932 -3.90871  0.100
C -2.87627 -1.25119 -1.98248  -0.228
H -4.96524 -1.75719 -1.84011  0.108
H -3.86825 -3.14007 -1.76342  0.116
H -3.11404 -0.24483 -2.36108  0.105
H -2.74233 -1.15251 -0.89491  0.073
C 2.69126 -1.10432 -2.29510  -0.238
H 1.33482 -2.49884 -1.40866  0.025
C 3.88712 -2.06264 -2.22467  -0.202
H 2.77555 -0.48107 -3.19713  0.099
H 2.70568 -0.43382 -1.42593  0.074
C 3.88142 -3.08481 -3.36753  -0.209
H 4.81918 -1.48443 -2.23791  0.105
H 3.84785 -2.59160 -1.26204  0.107
C 2.53184 -3.79244 -3.54269  -0.199
H 4.14892 -2.57636 -4.30358  0.107
H 4.65880 -3.83565 -3.18528  0.101
C 1.32978 -2.84048 -3.53360  -0.218
H 2.52696 -4.35961 -4.48133  0.103
H 2.39973 -4.51679 -2.72796  0.114
H 1.34134 -2.24972 -4.46127  0.092
H 0.40286 -3.42951 -3.53754  0.100
C 1.46606 2.13031 1.30525  -0.039
C 0.78410 1.22058 1.99370  -0.274
H 0.98583 2.78460 0.57699  0.107
C 1.31368 0.41525 3.20765  -0.247
H -0.29082 1.34601 2.12212  0.057
C 2.71175 0.89713 3.54019  -0.207
H 0.55123 0.36192 4.00650  0.125
H 1.38987 -0.61452 2.81369  -0.010
C 3.53978 0.98734 2.27175  -0.195
H 2.53875 1.86499 3.99438  0.111
H 3.11459 0.23185 4.30489  0.111
C 2.93860 1.90164 1.17188  -0.168
H 4.52219 1.35526 2.57272  0.101
H 3.65568 -0.02474 1.87910  0.085
H 3.46698 2.87496 1.16507  0.111
H 3.20280 1.43525 0.20397  0.111
Cl -3.43491 3.42281 2.00602  0.588
C -3.50406 2.82617 0.32718  -1.488
Cl -4.67609 1.48691 0.21165  0.588
Cl -3.93560 4.09967 -0.82058  0.581
C -2.01050 2.33502 0.00956  -0.781
O -1.17683 3.22140 -0.12699  -0.018
O -1.82318 1.05047 -0.08086  -0.235

---

The following is a DFT calculation (ωB97M-V/def2-TZVPD) of 7 unconnected molecules or ions with the total composition C25H42N8O at a distorted geometry.

## Properties
* gap between HOMO and LUMO: 8.3 eV
* LUMO level: 0.82 eV
* multiplicity: 1
* SMILES: c1cc[nH]c1.c1cc[nH]c1.NC(N)=O.CCCC#N.CCCC#N.CCCC#N.CCCC#N
* strongest force on any atom: 1.75 eV/A
* M: 470.666 g/mol
* HOMO level: -7.5149 eV

Last column: Löwdin charge in e.
CARTESIAN COORDINATES (ANGSTROEM)
C -0.78206 23.86836 5.50530  -0.635
O -1.58182 24.61112 6.04745  0.026
N 0.24190 23.27159 6.25437  0.133
N -0.85612 23.46403 4.17188  0.160
H 0.48286 23.78192 7.08262  0.089
H 0.99248 22.86623 5.72271  0.078
H 0.02601 23.24811 3.74873  0.085
H -1.62266 23.82954 3.63502  0.058
C -2.32698 29.16366 6.73223  -0.108
C -0.82440 29.18131 6.76258  -0.260
C -0.25926 27.96675 5.99798  -0.192
C -0.56594 27.99322 4.56817  -0.241
N -0.82652 28.03988 3.46426  0.154
H -2.72320 28.23968 7.14945  0.084
H -2.69694 29.27655 5.71288  0.071
H -2.74793 29.98812 7.31244  0.072
H -0.44985 29.05219 7.78022  0.106
H -0.34658 30.06771 6.35180  0.110
H -0.52919 26.99900 6.42011  0.101
H 0.83655 28.04896 6.04597  0.117
C -5.58534 27.87362 -0.70900  -0.103
C -5.73020 26.42814 -1.16027  -0.255
C -6.30353 25.55311 -0.06403  -0.181
C -7.62697 25.94681 0.43973  -0.221
N -8.60662 26.27824 0.91575  0.157
H -6.54327 28.29730 -0.39018  0.072
H -5.22915 28.50704 -1.52293  0.073
H -4.92332 27.97898 0.15139  0.073
H -4.79536 25.99249 -1.51116  0.110
H -6.39253 26.38694 -2.03238  0.111
H -5.70032 25.62435 0.84532  0.106
H -6.42182 24.50163 -0.34140  0.124
C -11.36611 28.45752 5.63422  -0.103
C -10.94383 27.59560 4.43678  -0.261
C -9.83568 28.22928 3.62432  -0.194
C -8.54950 28.27325 4.31415  -0.188
N -7.52289 28.31846 4.85645  0.154
H -10.62748 28.39990 6.43506  0.074
H -12.31379 28.08372 6.02550  0.070
H -11.52718 29.49809 5.35352  0.073
H -11.87355 27.51045 3.86486  0.111
H -10.70684 26.58195 4.74988  0.079
H -10.08305 29.26393 3.36031  0.123
H -9.73016 27.74403 2.64955  0.079
C -6.56391 17.11208 7.42992  -0.123
C -6.63380 18.27654 6.49568  -0.277
C -6.38736 19.63462 7.17109  -0.185
C -6.14731 20.67508 6.17667  -0.218
N -5.95918 21.49128 5.39695  0.170
H -7.09394 16.26795 6.97901  0.075
H -7.15793 17.26524 8.33844  0.079
H -5.56177 16.81757 7.72946  0.075
H -7.66625 18.34109 6.12728  0.114
H -6.07968 18.15838 5.56644  0.113
H -5.51581 19.59034 7.83028  0.122
H -7.23651 19.89918 7.79872  0.121
N -10.44773 24.19058 3.69770  0.003
C -9.11589 23.92329 3.76590  -0.141
C -8.84119 23.61773 5.06448  -0.119
C -10.04239 23.73448 5.81468  -0.106
C -11.02507 24.05175 4.93115  -0.167
H -10.81998 24.65048 2.88924  0.138
H -8.40374 24.07848 2.97633  0.092
H -7.89535 23.41172 5.54086  0.064
H -10.12770 23.56841 6.87481  0.090
H -12.08958 24.20335 4.99852  0.108
N -5.53428 26.09682 4.02277  0.020
C -4.46326 26.75524 3.46273  -0.136
C -3.55103 25.78901 3.11360  -0.136
C -4.15109 24.52311 3.34708  -0.129
C -5.39574 24.74688 3.89772  -0.135
H -6.36481 26.58408 4.33220  0.076
H -4.58974 27.80147 3.24915  0.102
H -2.55520 25.87579 2.70867  0.071
H -3.72126 23.54628 3.19332  0.082
H -6.13263 24.07144 4.29553  0.065